Record 1
{
  "formula": "C42H39N11PS2Ti",
  "method": "ωB97M-V with the def2-TZVPD basis set",
  "charge": 1,
  "total_energy_ha": -4213.0271,
  "orbital_gap_ev": 5.1,
  "relative_energy_kcal_mol": 23.97,
  "homo_ev": -9.863,
  "e_lumo_ha": -0.1735,
  "symbols": ["C", "C", "H", "H", "N", "C", "N", "H", "H", "C", "C", "H", "C", "C", "H", "C", "H", "C", "C", "C", "C", "C", "C", "C", "H", "C", "Ti", "N", "P", "C", "N", "H", "H", "C", "H", "C", "H", "C", "H", "N", "H", "C", "C", "H", "N", "H", "C", "H", "C", "H", "H", "C", "H", "N", "C", "C", "C", "H", "C", "H", "S", "C", "H", "H", "H", "C", "C", "H", "C", "N", "C", "C", "H", "H", "H", "N", "H", "C", "H", "S", "N", "H", "H", "N", "H", "C", "H", "C", "H", "H", "H", "H", "C", "C", "C", "C"],
  "positions_angstrom": [[-13.47111, 3.25022, -7.09942], [-25.92805, 3.14548, -2.35618], [-26.47822, 2.24553, -2.36741], [-19.14906, 4.54980, 2.47267], [-22.65224, 10.09041, -2.44828], [-22.91122, 7.07716, -9.84443], [-25.68703, 8.39612, -3.15692], [-15.75612, 6.86922, 0.94639], [-16.74257, 3.21731, -4.29177], [-20.94726, 3.63137, -4.99706], [-23.99270, 2.27552, -0.94547], [-12.98659, 3.26524, -4.92335], [-18.59986, 5.21781, 1.80283], [-16.78347, 6.48633, 1.02699], [-23.06048, 2.33389, -7.42847], [-25.11734, 7.86512, -8.32452], [-20.62811, 3.53350, 1.07824], [-22.80404, 2.51990, -0.35285], [-15.30355, 6.74097, -3.34321], [-23.92392, 4.46499, -2.10884], [-20.91959, 6.18742, -1.00995], [-13.39468, 3.90254, -5.73253], [-23.16425, 6.62905, -5.44800], [-23.87562, 7.45147, -6.30363], [-26.15321, 6.13735, -3.95462], [-21.02823, 4.17031, 0.23818], [-23.11041, 6.82101, -3.54654], [-22.00674, 5.84022, -1.74337], [-15.05960, 4.56260, -5.23188], [-17.24395, 5.61923, 1.99703], [-20.11086, 8.07528, -3.73271], [-20.07627, 3.40690, -4.47220], [-24.44972, 8.27695, -5.89436], [-23.14482, 4.33949, -6.63006], [-14.88826, 1.16598, -3.55530], [-15.74845, 2.96954, -4.65568], [-20.79025, 1.89142, -6.28155], [-21.41261, 2.76967, -6.03417], [-25.92842, 8.10174, -7.62001], [-19.50291, 9.19725, -3.54471], [-22.48903, 11.00709, -1.99264], [-27.85164, 4.78604, -5.15385], [-25.71463, 5.35078, -3.33938], [-22.08424, 6.85789, -10.54484], [-21.44495, 8.20854, -3.39951], [-12.70139, 2.46921, -7.18500], [-21.48232, 4.92170, -4.90503], [-15.93035, 2.35287, -5.57292], [-22.87132, 6.85734, -8.45827], [-29.56918, 5.39253, -6.40234], [-12.83753, 4.90299, -5.63576], [-24.58883, 3.29275, -1.77877], [-14.63663, 7.56505, -3.06565], [-26.06706, 9.71696, -2.93129], [-23.99305, 7.77869, -10.40534], [-22.58196, 3.11111, -6.75395], [-23.94365, 7.44561, -7.71366], [-23.99453, 8.15404, -11.41394], [-22.15842, 3.74936, -0.58728], [-22.00877, 6.46649, -7.96556], [-18.00894, 6.78629, -0.15904], [-14.49643, 5.45665, -3.65551], [-31.16361, 3.99375, -4.64515], [-27.04878, 5.32773, -5.64219], [-16.08439, 6.54632, -2.58668], [-26.42893, 4.16471, -3.19016], [-20.38539, 5.38971, -0.04111], [-21.02958, 5.63309, -4.28731], [-22.64852, 4.69053, -1.54575], [-20.31525, 10.12069, -3.00829], [-29.22831, 4.85308, -5.49593], [-30.03479, 4.16618, -4.61755], [-24.55362, 1.30475, -0.83156], [-16.63302, 5.27207, 2.84517], [-13.46136, 5.83550, -3.87875], [-24.45684, 5.47944, -2.84797], [-13.37526, 3.96003, -7.96080], [-21.52799, 9.51881, -3.09309], [-26.13441, 8.28063, -10.16970], [-29.12494, 3.34459, -3.40249], [-25.03048, 10.44535, -2.50130], [-14.13981, 2.81209, -3.01107], [-22.29427, 1.81044, 0.37226], [-24.35523, 8.37853, -3.05648], [-15.88806, 7.13997, -4.20116], [-25.21610, 7.95085, -9.69925], [-14.58735, 4.75382, -2.84004], [-22.55973, 5.32655, -5.69637], [-20.45779, 7.08641, -1.31387], [-14.45897, 2.75930, -7.31762], [-15.77267, 2.33054, -2.58707], [-24.07621, 4.64570, -7.11611], [-27.69289, 4.04867, -3.94667], [-19.08940, 5.71644, 0.54191], [-15.06421, 2.28058, -3.45074], [-23.96077, 9.64487, -2.67898]],
  "lowdin_charge": [-0.19, 0.12, 0.11, 0.11, 0.13, -0.04, -0.05, 0.09, 0.04, -0.03, 0.00, 0.07, -0.08, -0.36, 0.14, -0.04, 0.14, -0.03, -0.18, -0.16, -0.04, -0.46, -0.22, -0.02, 0.10, 0.12, 1.17, 0.07, 0.92, -0.18, -0.06, 0.09, 0.11, -0.02, 0.08, -0.47, 0.12, -0.04, 0.13, -0.06, 0.17, -0.10, -0.02, 0.12, -0.08, 0.07, -0.08, 0.07, 0.01, 0.12, 0.08, -0.09, 0.06, -0.02, -0.05, -0.08, -0.25, 0.11, -0.10, 0.11, 1.07, -0.40, 0.10, 0.10, 0.03, -0.18, -0.20, 0.06, -0.18, 0.06, -0.17, -0.38, 0.15, 0.12, 0.08, 0.01, 0.08, -0.41, 0.11, 1.07, 0.05, 0.07, 0.15, -0.12, 0.06, -0.04, 0.04, -0.24, 0.08, 0.06, 0.06, 0.12, -0.53, -0.52, -0.18, -0.38]
}

Record 2
{
  "formula": "C42H40As2BrMgN4O9PS4",
  "method": "ωB97M-V with the def2-TZVPD basis set",
  "charge": -2,
  "total_energy_ha": -11700.5392,
  "orbital_gap_ev": 4.1,
  "relative_energy_kcal_mol": 0.00,
  "homo_ev": -1.308,
  "e_lumo_ha": 0.1012,
  "symbols": ["H", "C", "P", "C", "H", "H", "C", "C", "H", "O", "H", "O", "H", "H", "C", "O", "H", "O", "N", "C", "C", "C", "H", "C", "O", "C", "S", "H", "H", "C", "O", "H", "C", "As", "H", "C", "C", "O", "H", "H", "C", "C", "C", "C", "H", "N", "H", "C", "C", "S", "C", "H", "C", "C", "C", "Mg", "H", "H", "H", "H", "C", "H", "N", "C", "C", "H", "C", "C", "H", "C", "H", "H", "C", "H", "H", "S", "O", "C", "S", "H", "C", "H", "O", "H", "H", "C", "N", "As", "C", "C", "H", "H", "C", "H", "C", "C", "C", "H", "Br", "H", "H", "H", "C", "C"],
  "positions_angstrom": [[1.69411, -0.78622, 5.21299], [-2.39073, -2.37188, -6.91449], [0.61408, 0.85155, -5.53964], [-2.45852, 3.74773, -0.33220], [-3.13049, 4.58483, -0.41369], [-2.20000, 0.36754, -0.22072], [2.60628, -2.24439, -2.37196], [-0.74390, -1.55239, -5.28248], [-0.82120, 5.03411, -0.71366], [2.44915, -0.11158, -0.80395], [-4.94748, 3.05504, -0.20684], [-2.21414, 4.37185, 4.17400], [-1.94985, 6.15081, 5.27676], [-3.48752, 0.42396, 5.26630], [-1.14551, 4.00879, -0.49919], [-0.47119, 4.39485, 5.72263], [0.19464, 4.88186, 1.94687], [-3.07331, -1.46700, 2.18993], [5.97510, -3.14057, -2.06673], [4.97869, -2.52777, -1.89189], [2.32538, 0.21846, -5.72833], [-0.22482, 2.93927, -0.46176], [-0.79464, 0.46070, -7.99003], [4.90857, -0.74692, -6.04123], [1.55913, -2.63400, 3.57961], [-2.94454, 1.38729, 5.11245], [0.62991, -2.00622, 0.44532], [5.45903, -0.96323, -0.09083], [-3.37181, 6.05288, 4.14291], [0.23272, -2.32895, 3.35917], [1.66082, 4.70279, 3.50086], [2.89390, 0.57554, 5.12487], [-0.44997, -3.33854, 0.21770], [1.28192, 0.61290, 3.09321], [-1.47723, -2.20301, 5.69004], [1.78310, 3.38046, 3.34814], [-0.61279, 2.68205, 3.97965], [2.89991, 2.87482, 3.16691], [2.83990, -2.04034, 2.04398], [-3.66104, 2.23250, 5.08682], [3.79358, -1.81085, -1.77585], [0.79079, 5.47687, 2.66771], [-2.75270, 5.51567, 4.87862], [-1.09471, -5.63271, 0.56628], [5.22002, -0.11008, -4.01259], [1.50390, -2.22293, -2.75036], [-3.17494, -3.07051, -7.18075], [-1.74797, -2.46311, -5.67863], [3.58224, -0.68334, -0.84093], [-1.55824, -1.73713, -1.73366], [-0.12752, -0.88223, 3.37456], [-2.22847, 1.46657, 5.93020], [-0.48257, -0.47894, -6.09850], [-1.09118, -0.36592, -7.34533], [-1.03150, 3.89408, 4.75407], [0.51986, -0.44132, -1.54351], [2.50036, -3.82635, 2.18982], [0.10166, 6.06341, 3.29850], [-3.05600, -2.65720, 6.31222], [1.44327, 6.20880, 2.14083], [-2.39445, -2.73208, 5.43696], [-3.41733, 5.16128, 5.68820], [4.61710, -0.36828, -0.02117], [3.23390, 0.38023, -4.68294], [-4.38868, 2.18348, 0.17969], [2.93102, 0.83256, -3.76449], [-2.08320, -5.49640, -0.41435], [-0.29785, -4.58737, 0.92255], [3.48887, -2.97405, 3.41495], [-1.93510, 1.42305, -0.17181], [4.56570, 0.35023, 0.69196], [1.19729, 0.92050, 5.64138], [-1.41386, -3.15951, -0.78986], [-2.13639, -3.77637, 5.25952], [-0.18277, -1.63607, -4.35369], [0.22639, 1.01948, -3.57085], [-3.10119, -2.25517, 4.29663], [-2.03486, -1.31417, -7.73804], [0.21557, 2.42865, -6.69336], [-3.02287, -4.21282, -1.83559], [0.59859, 2.46692, 3.47687], [-0.94400, -6.59042, 1.09729], [-0.53644, -3.24445, 3.21458], [-4.63193, 2.03640, 1.25279], [0.43884, -4.72307, 1.74849], [-1.44164, -0.49094, 3.57634], [-0.58520, 1.65308, -0.33305], [-2.03320, 1.35193, 3.33565], [-2.90584, 2.42889, -0.04889], [4.54544, -0.10329, -4.87302], [1.86205, -0.51702, -7.69441], [5.94038, -1.12903, -6.20279], [2.66574, -0.40193, -6.93098], [-4.73804, 1.27775, -0.31953], [-2.24699, -4.28275, -1.05525], [2.66368, -2.87953, 2.74463], [-2.66371, -1.38188, 3.35706], [-1.97493, -3.27084, -4.96833], [1.61859, 3.39430, -0.69051], [-2.55671, -1.12158, -8.67624], [-2.67755, -6.38629, -0.71462], [4.22142, -1.44083, -7.98258], [3.95432, -0.90393, -7.06836], [1.83426, 0.29896, 4.99498]],
  "lowdin_charge": [0.02, -0.11, 0.07, -0.05, 0.11, 0.06, -0.19, -0.11, 0.10, -0.18, 0.07, -0.11, 0.09, 0.03, -0.15, 0.10, 0.08, 0.10, 0.08, -0.28, -0.37, -0.73, 0.04, -0.10, -0.14, -0.29, 0.69, 0.11, 0.09, -0.55, -0.04, 0.02, -0.63, 1.30, 0.08, -0.51, -0.29, 0.03, 0.04, 0.01, -0.22, -0.04, -0.06, -0.16, 0.10, 0.15, 0.09, -0.07, -0.48, 0.56, -0.31, 0.03, -0.42, -0.15, -0.48, 0.09, 0.09, 0.09, 0.09, 0.10, -0.07, 0.10, 0.17, -0.09, -0.05, 0.06, -0.15, -0.13, 0.07, -0.10, 0.11, 0.02, -0.73, 0.09, 0.03, 0.27, -0.04, -0.12, 0.10, 0.09, -0.34, 0.09, 0.09, 0.07, 0.09, -0.34, 0.05, 1.33, -0.25, -0.09, 0.11, 0.10, -0.09, 0.08, -0.15, -0.12, -0.50, 0.10, 0.74, 0.09, 0.09, 0.09, -0.10, -0.28]
}